{"formula": "C41H40N12O2Sr", "method": "wB97M-V/def2-TZVPD", "charge": 2, "gap_ev": 5.51, "fmax_ha_per_bohr": 0.029, "e_lumo_ev": -5.7, "total_energy_ha": -2424.1172, "symbols": ["Sr", "C", "C", "N", "C", "C", "N", "C", "C", "C", "C", "C", "N", "C", "C", "N", "C", "C", "N", "C", "C", "C", "N", "C", "C", "H", "H", "H", "H", "H", "H", "H", "H", "H", "H", "H", "H", "C", "N", "C", "C", "C", "C", "C", "C", "C", "C", "H", "H", "H", "H", "H", "H", "H", "H", "H", "H", "H", "H", "O", "N", "O", "C", "C", "C", "C", "C", "C", "N", "C", "C", "N", "C", "C", "C", "C", "H", "H", "H", "H", "H", "H", "H", "N", "C", "C", "N", "H", "H", "H", "H", "H", "H", "H", "H", "H"], "positions_angstrom": [[0.4172, -0.3396, -0.5740], [3.6738, 2.5714, 1.3026], [3.1123, 1.4685, 0.7796], [1.8560, 1.5893, 0.0749], [1.0677, 2.5063, 0.8922], [1.7425, 3.7127, 1.2302], [3.0328, 3.7756, 1.3464], [-0.1446, 2.0752, 1.4463], [-0.9945, 2.9470, 2.1890], [-2.1526, 2.4952, 2.7761], [-2.4555, 1.1159, 2.6372], [-1.6480, 0.3330, 1.8334], [-0.5293, 0.7818, 1.2432], [-1.9893, -1.0640, 1.5310], [-3.3063, -1.5532, 1.5637], [-3.5885, -2.8178, 1.3432], [-2.5863, -3.6377, 1.0637], [-1.2935, -3.1521, 0.9154], [-0.9968, -1.8786, 1.1475], [-3.0857, 3.4177, 3.4419], [-4.4306, 3.0866, 3.6227], [-5.2899, 4.0266, 4.1698], [-4.9114, 5.2413, 4.5178], [-3.6411, 5.5630, 4.3625], [-2.6904, 4.6936, 3.8521], [4.6446, 2.5653, 1.7731], [3.5879, 0.4951, 0.7848], [1.1967, 4.6166, 1.4645], [-0.7341, 3.9917, 2.2281], [-3.2974, 0.6838, 3.1511], [-4.1521, -0.9045, 1.7415], [-2.8389, -4.6799, 0.9392], [-0.4765, -3.7954, 0.6127], [-4.8230, 2.1274, 3.3251], [-6.3356, 3.7969, 4.3204], [-3.3682, 6.5689, 4.6491], [-1.6647, 5.0186, 3.7872], [-1.2660, 1.2726, -3.1334], [-1.0933, 1.7052, -1.7473], [-2.4140, 2.0312, -1.2161], [-0.2787, 2.9366, -1.7146], [1.1394, 2.6457, -2.1139], [1.4956, 2.9996, -3.4151], [2.7009, 2.6336, -3.9791], [3.5822, 1.8840, -3.2224], [3.2822, 1.5961, -1.9044], [2.0708, 1.9688, -1.3097], [-1.8179, 2.0226, -3.7146], [-1.8327, 0.3431, -3.1581], [-0.2962, 1.1088, -3.6011], [-2.8592, 2.8763, -1.7565], [-2.3376, 2.2985, -0.1641], [-3.0782, 1.1741, -1.3218], [-0.3285, 3.3603, -0.7130], [-0.7026, 3.6729, -2.4131], [0.7997, 3.5801, -4.0039], [2.9398, 2.9255, -4.9890], [4.5156, 1.5434, -3.6451], [4.0319, 1.0829, -1.3227], [1.2348, -6.4965, -5.5113], [1.8574, -5.5180, -5.1792], [2.9720, -5.2251, -5.5453], [1.1828, -4.6057, -4.2684], [-0.1814, -4.5922, -4.3048], [-0.9232, -3.7040, -3.4894], [-2.3315, -3.6622, -3.5002], [-2.9777, -2.7565, -2.6938], [-2.2097, -1.8958, -1.9074], [-0.8937, -1.9142, -1.8767], [-0.2387, -2.8020, -2.6371], [1.1991, -2.8455, -2.5651], [1.8108, -2.0227, -1.6989], [3.1228, -2.0741, -1.5911], [3.9176, -2.9595, -2.3155], [3.3187, -3.8095, -3.2149], [1.9207, -3.7602, -3.3789], [-0.7011, -5.2640, -4.9738], [-2.8789, -4.3373, -4.1396], [-4.0529, -2.6960, -2.6621], [-2.6830, -1.1678, -1.2600], [3.5682, -1.3861, -0.8865], [4.9844, -2.9902, -2.1631], [3.9155, -4.5071, -3.7813], [1.7323, -1.6967, 5.7402], [2.3062, -2.0700, 4.4150], [1.6689, -1.2567, 3.2628], [2.2069, -1.6167, 1.9743], [2.1758, -2.2288, 6.5022], [0.7207, -1.8839, 5.7580], [1.8749, -0.6929, 5.9196], [2.1361, -3.1368, 4.2506], [3.3836, -1.8918, 4.4416], [1.8471, -0.1886, 3.4144], [0.5899, -1.4285, 3.2323], [2.0626, -2.6010, 1.7763], [3.2005, -1.4162, 1.9298]]}